# 1
DFT (ωB97M-V/def2-TZVPD) results for a 4-piece molecular cluster, C22H38N2O10Si overall.

Cartesian coordinates (Å):
C: 4.647 5.623 1.352
C: 2.319 5.510 1.107
O: 1.017 -4.762 3.159
O: -4.551 -4.238 -2.212
C: 3.331 -4.336 1.478
C: -4.530 -4.675 -3.581
H: 3.419 1.346 1.544
C: 2.684 -0.043 0.105
H: -4.639 4.285 -0.705
H: -0.743 6.649 -2.939
H: -1.910 -4.850 0.478
C: -0.135 -4.263 3.449
H: 5.788 6.924 2.624
H: -1.988 7.687 -2.202
C: 1.527 -1.389 2.237
H: 5.859 -4.396 1.609
O: 1.303 4.657 1.194
H: 1.067 -1.889 3.082
H: -5.512 2.771 -0.967
C: 0.609 -3.171 0.698
O: 2.242 6.679 0.826
O: -2.693 6.309 -3.587
H: -5.285 -6.264 -4.811
N: -1.100 -3.658 3.649
H: -6.244 -5.955 -3.353
C: -5.230 -6.005 -3.753
C: 1.377 -1.890 0.946
H: -3.500 -4.716 -3.935
N: 4.082 -5.583 1.704
O: -3.887 4.527 -3.349
H: 4.776 5.760 3.496
H: 2.362 0.162 3.462
C: -4.263 3.350 -2.612
C: -3.643 -4.807 -1.419
H: 4.040 7.170 2.727
H: 4.646 6.268 0.475
H: 3.127 0.480 -0.733
H: -1.524 7.926 -3.903
H: 3.589 -3.845 0.526
O: -2.813 -5.614 -1.754
C: -1.669 7.191 -3.117
H: -0.423 -3.070 1.037
H: 5.448 4.894 1.241
H: -0.019 5.784 0.038
O: 3.442 4.841 1.375
H: -5.050 -3.891 -4.129
C: 5.481 -5.316 2.072
O: -2.299 4.983 -1.804
C: 4.822 6.418 2.628
Si: 1.488 -4.630 1.497
H: -4.695 -6.797 -3.232
C: -2.948 -4.913 0.795
H: -3.213 -5.957 0.962
H: 0.592 -3.388 -0.374
H: -0.691 4.412 0.937
H: 4.119 -6.085 0.824
C: -2.904 5.246 -2.812
H: 3.602 -3.618 2.256
H: 6.122 -6.133 1.745
O: -3.820 -4.340 -0.185
C: 2.842 0.442 1.396
H: -3.366 2.824 -2.286
H: 5.571 -5.196 3.152
C: 0.012 5.238 0.978
H: -6.034 4.251 -1.788
H: -0.243 5.902 1.803
C: -5.166 3.686 -1.446
H: 1.820 -1.594 -1.121
C: 2.256 -0.228 2.458
H: 1.188 -5.897 0.803
C: 1.953 -1.202 -0.120
H: -4.782 2.726 -3.336
H: -3.088 -4.353 1.714

Computed properties:
HOMO-LUMO gap	0.352	Eh
calculated total energy	-2012.54583	Ha
LUMO energy	0.565	eV
HOMO energy	-9.02	eV


# 2
DFT (ωB97M-V/def2-TZVPD) results for C22H38N7O4PPtS as an isolated structure.

Cartesian coordinates (Å):
H: -1.953 -5.556 -3.052
H: -4.051 -2.874 1.979
H: -3.185 -0.431 -0.806
H: -4.002 -1.360 -2.059
C: 5.038 -1.354 1.041
C: -1.457 -4.054 1.128
C: 2.210 -0.393 -1.405
H: 3.669 -0.335 -2.841
C: -0.123 -4.757 0.839
O: 5.538 -1.648 -1.896
C: 3.626 -4.303 -1.067
H: 2.556 -4.126 -0.956
C: 3.490 2.794 3.491
H: -2.073 -2.692 2.759
H: -4.591 -4.442 -0.023
H: -0.414 -2.491 2.219
H: 4.945 0.669 0.246
N: 1.849 -0.931 -0.209
H: 5.477 0.581 1.925
H: -4.660 -3.736 -1.641
H: -0.862 -3.908 3.187
H: -1.921 -3.317 -4.022
H: 3.918 -3.994 -2.073
N: -1.585 0.394 1.621
H: -4.935 -0.731 -0.700
H: 5.485 -3.671 -0.167
H: -3.334 -1.281 1.671
C: -2.106 -5.193 -2.028
C: -4.040 -2.024 1.297
N: 1.214 1.171 1.619
Pt: 0.095 -0.237 0.684
H: 0.657 -4.034 0.598
O: 2.311 -2.375 1.474
H: 4.859 -1.858 1.993
O: -3.579 1.942 1.676
H: -1.556 -5.861 -1.365
H: -3.442 -4.710 1.797
C: 1.834 1.989 2.154
N: -0.994 -1.567 -0.320
C: -3.971 -1.163 -0.990
C: -3.722 -2.427 -0.151
H: 6.069 -1.553 0.737
H: 0.273 -2.700 -2.109
C: 4.455 -1.475 -1.357
H: -1.981 -1.882 -2.981
P: -1.846 -2.822 -0.278
H: -2.735 -5.749 0.557
C: -2.269 -2.932 -3.056
H: 0.052 -4.022 -3.292
N: 3.468 -0.766 -1.952
S: -2.321 1.538 1.018
H: -0.196 -5.505 0.050
C: 4.118 -2.037 0.004
H: -5.734 -3.148 -0.378
H: 0.191 -5.278 1.751
H: 3.782 0.340 1.529
C: 2.664 -1.797 0.457
C: 4.799 0.142 1.192
H: 3.795 -5.379 -0.987
C: -2.508 -5.129 1.425
H: -3.168 -5.290 -1.802
H: 0.465 -4.384 -1.617
H: 4.161 -3.917 0.987
C: -1.199 -3.226 2.397
N: 4.414 2.739 4.195
C: -0.106 -3.714 -2.251
O: 1.540 0.365 -2.075
C: 4.412 -3.544 -0.007
H: -2.116 -5.790 2.207
C: -4.717 -3.511 -0.576
H: -5.038 -1.573 1.321
N: 2.453 2.990 2.707
H: -3.356 -3.006 -3.050
C: -1.608 -3.748 -1.938

Computed properties:
relative energy (zero: lowest compared OMol25 entry of this formula, charge and spin)	0.0	kcal per mole
HOMO-LUMO gap	0.225	Eh
calculated total energy	-2404.36261	Ha
LUMO energy	4.301	eV
charge	-2
HOMO energy	-1.82	eV


# 3
DFT (ωB97M-V/def2-TZVPD) results for C22H38O3P2PdS as an isolated structure in a non-equilibrium geometry.

Cartesian coordinates (Å):
H: -2.153 0.279 6.622
C: -0.353 2.193 3.753
H: -2.430 0.405 -3.378
C: -0.910 1.982 6.103
H: 1.391 -0.720 0.030
O: -1.587 0.865 2.206
C: 1.187 -2.314 -5.868
H: -0.930 -0.074 -4.155
C: 0.559 -0.232 0.543
C: -1.477 -1.348 -2.538
H: 2.496 2.724 -5.377
P: -0.423 -1.549 -5.490
H: -1.591 0.122 -6.787
C: -1.387 0.075 -3.141
H: 1.699 3.886 -4.298
H: -2.378 -0.521 4.254
C: -1.788 0.362 4.519
H: -2.636 -2.184 -6.164
C: -0.252 2.639 5.053
H: 1.290 3.877 -6.061
C: -0.236 -2.144 -2.217
S: -2.230 2.306 1.205
H: -0.247 -0.968 0.679
H: -1.787 -3.490 -5.259
H: 0.187 2.692 2.959
H: -1.726 2.790 7.934
H: -1.447 2.054 -2.338
H: -0.031 3.226 7.614
H: 0.957 -0.581 -4.256
H: -1.337 -3.147 -6.987
C: -1.679 -2.715 -6.032
C: 1.555 3.263 -5.189
C: 0.389 1.009 -6.446
Pd: -0.286 1.356 -0.341
C: -1.199 1.103 3.465
H: -2.099 -1.275 -1.639
C: -0.776 2.430 7.526
H: 0.166 1.761 -7.222
H: 0.763 2.698 -2.771
C: -1.361 2.818 -5.112
H: 1.806 -2.681 -2.450
H: 1.103 -2.827 -6.838
C: -0.531 -0.195 -6.705
C: -0.720 1.229 -2.443
O: -1.006 3.147 1.043
H: 1.457 -3.020 -5.070
C: 1.550 -0.705 -3.335
H: 1.538 0.667 -1.626
C: 1.021 -1.937 -2.635
H: 1.445 0.723 -6.556
P: 0.246 2.046 -4.898
H: -2.122 2.061 -5.355
H: -1.671 3.359 -4.210
C: -1.669 0.842 5.818
C: 1.674 0.678 -2.712
H: 2.554 -0.998 -3.713
H: -2.109 -1.950 -3.227
H: 2.663 1.108 -2.914
H: -1.255 3.521 -5.954
H: -0.461 1.587 8.150
H: 0.389 3.494 5.266
O: -2.573 1.474 0.006
C: 0.561 1.676 -3.161
H: -0.271 -0.664 -7.675
H: 0.877 0.077 1.553
H: 1.986 -1.561 -5.916
H: -0.370 -2.929 -1.441

Computed properties:
relative energy (zero: lowest compared OMol25 entry of this formula, charge and spin)	0.0	kcal per mole
spin multiplicity	5
HOMO-LUMO gap (alpha / beta)	0.250 / 0.182	Eh
calculated total energy	-2294.74707	Ha
LUMO energy (alpha / beta)	-4.554 / -8.514	eV
charge	+2
HOMO energy (alpha / beta)	-11.36 / -13.45	eV


# 4
DFT (ωB97M-V/def2-TZVPD) results for an isolated ion of composition C22H39Br2ClF5N2O6P2 and charge +1 in a non-equilibrium geometry.

Cartesian coordinates (Å):
H: -1.668 2.072 1.789
N: 1.613 -2.278 -0.084
C: 3.590 3.871 -0.372
H: -1.691 -2.981 -2.353
O: -1.058 -2.548 -1.760
C: -3.282 2.079 -0.901
H: 1.768 2.337 2.715
F: -2.281 -4.360 2.927
H: -3.276 0.296 1.882
Br: 4.032 3.970 -2.278
C: -4.080 0.885 -0.391
H: 2.193 -5.395 -0.872
H: -0.290 2.268 -2.503
F: 1.560 5.013 -0.958
C: -2.278 1.686 -1.998
H: -1.759 -3.887 1.079
C: -1.291 -3.907 2.067
H: -6.201 0.153 2.808
O: -0.785 2.055 1.404
F: 2.744 -2.445 -2.029
H: -0.896 0.268 -0.345
H: -2.368 0.602 -2.125
C: 1.175 0.007 0.878
Br: 1.863 4.910 1.740
C: -0.205 0.655 -1.095
H: 2.605 -2.289 0.206
C: -5.242 -0.303 2.588
P: 0.299 -2.410 -2.629
H: 1.074 0.502 -3.384
C: 1.661 -1.772 -1.517
H: 0.199 -3.977 -0.160
C: 3.193 2.440 -0.012
N: 1.050 1.810 3.199
O: 0.055 -1.546 -3.779
H: 1.121 2.685 0.060
H: -4.215 1.540 2.692
C: 2.185 -4.679 -0.055
H: -2.527 2.110 -2.965
O: -4.799 1.240 0.775
H: -5.397 -1.121 1.883
H: 1.187 -3.042 2.292
H: -4.813 0.562 -1.132
P: 0.050 0.896 2.191
H: -0.306 -0.008 -1.950
H: -3.418 0.026 -0.226
H: 3.935 0.226 -1.792
Cl: 2.804 -0.134 1.724
H: 0.893 -1.496 3.009
C: 1.284 0.656 -0.530
C: 2.043 -0.264 -1.551
H: -0.802 2.783 -0.873
H: 4.013 1.842 -0.389
H: 2.590 1.268 -2.968
H: 1.432 1.241 3.939
H: -2.809 2.548 -0.042
C: 1.246 -3.704 -0.138
C: 0.737 -1.470 0.821
H: -3.995 2.785 -1.322
C: -0.895 -2.501 2.485
H: 2.605 -0.371 -3.604
H: -0.468 -4.618 2.123
H: 2.854 -4.817 0.790
C: 1.796 2.097 -0.558
H: 1.782 2.479 -1.571
F: 4.734 4.169 0.301
O: 3.426 -0.303 -1.175
C: 0.582 -2.139 2.198
H: 0.070 -4.540 -2.825
H: -0.258 -1.484 0.375
F: 3.212 6.171 -0.169
H: -1.571 -1.737 2.112
C: 2.057 0.320 -2.969
H: -0.992 -2.472 3.570
C: -4.287 0.708 1.982
C: 2.566 4.986 -0.058
H: -4.795 -0.731 3.484
H: 3.259 2.405 1.072
C: -0.812 1.974 -1.592
O: 0.675 -3.868 -3.160

Computed properties:
HOMO-LUMO gap	0.275	Eh
calculated total energy	-8212.63458	Ha
LUMO energy	-4.352	eV
charge	+1
HOMO energy	-11.83	eV


# 5
DFT (ωB97M-V/def2-TZVPD) results for C22H39Cl2HgN4O3S as an isolated structure in a non-equilibrium geometry.

Cartesian coordinates (Å):
H: -2.330 -0.615 5.103
N: 2.138 -0.745 3.188
C: 2.652 -1.717 2.230
C: 2.143 3.681 -6.455
H: 0.421 2.658 2.651
H: 2.656 4.189 -7.259
H: -4.868 0.672 3.531
H: 2.566 0.616 5.536
N: 1.674 1.465 3.780
H: -3.733 -0.463 -2.612
H: 0.892 -5.537 -2.623
C: -0.367 -5.726 -0.259
C: 1.323 2.775 3.252
C: -2.891 -0.406 -1.881
H: -2.047 2.300 -4.765
H: 2.126 3.147 2.611
H: -0.718 -6.360 -1.075
H: 2.234 -5.379 -1.457
C: 0.137 -3.366 -0.336
H: -0.541 0.341 -4.140
O: -0.824 -0.182 2.186
N: 0.361 -4.603 -0.821
Hg: 1.337 1.471 0.144
H: 3.644 -1.410 1.883
C: -2.716 -0.946 4.127
H: 1.044 -2.296 4.014
H: 0.290 -6.322 0.384
H: 0.881 1.216 5.710
H: -1.205 -5.347 0.322
H: 2.230 2.357 5.598
C: -3.887 1.170 3.495
N: -2.841 0.188 3.226
C: -1.945 0.348 2.227
H: -2.295 1.001 1.402
H: 1.643 -3.925 -2.329
C: -2.258 1.851 -3.794
C: 2.287 0.565 2.966
C: 1.145 -1.218 4.144
Cl: 1.720 -1.054 -1.262
C: 1.509 2.463 -6.681
H: -2.031 -1.673 3.680
H: -3.246 1.407 -3.831
C: 1.854 1.393 5.231
H: -3.878 1.927 2.697
H: 1.554 1.983 -7.674
O: -0.688 -3.047 0.487
C: 0.826 1.857 -5.625
C: -1.555 -0.128 -2.425
H: 1.988 -1.796 1.355
H: 2.720 -2.687 2.730
S: 3.222 1.071 1.581
O: 0.599 1.893 -2.038
C: 1.342 -4.875 -1.868
H: -0.776 -0.827 -2.207
C: 0.074 1.720 -3.126
C: 1.453 3.608 -4.109
Cl: -0.826 2.591 0.418
C: 0.746 2.398 -4.325
C: -1.144 0.895 -3.414
H: -3.241 0.322 -1.114
H: 1.443 -1.021 5.177
H: -2.372 2.663 -3.069
H: 0.175 -0.751 3.949
H: -2.919 -1.391 -1.345
H: 0.328 0.907 -5.811
H: 1.458 4.043 -3.110
H: -3.714 1.662 4.467
C: 2.116 4.250 -5.172
H: -3.708 -1.388 4.271
H: 0.869 -2.541 -0.815
H: 1.122 3.477 4.064
H: 2.624 5.200 -4.991

Computed properties:
relative energy (zero: lowest compared OMol25 entry of this formula, charge and spin)	53.6	kcal per mole
HOMO-LUMO gap (alpha / beta)	0.258 / 0.142	Eh
calculated total energy	-2778.36339	Ha
LUMO energy (alpha / beta)	2.732 / 2.751	eV
charge	-1
HOMO energy (alpha / beta)	-4.29 / -1.10	eV


# 6
DFT (ωB97M-V/def2-TZVPD) results for a 2-piece molecular cluster, C22H39FN3OS overall in a non-equilibrium geometry.

Cartesian coordinates (Å):
H: -2.409 -2.571 2.206
H: 0.810 -0.528 3.254
C: -2.459 0.929 0.863
H: -0.342 1.767 1.003
O: -2.305 -2.569 -2.514
H: 0.293 -5.377 -3.382
H: -2.152 3.568 -0.427
H: -0.666 -4.889 -1.285
H: 1.537 -1.811 0.360
C: -1.851 -1.554 1.923
C: 2.127 2.599 2.762
H: -0.526 -3.122 0.923
H: -0.634 -2.630 -4.208
C: 0.759 -1.240 1.062
H: 2.409 2.045 -0.726
C: 1.998 1.405 -1.641
H: 1.889 3.762 2.842
H: -2.407 -4.630 -1.067
H: -3.382 1.683 0.942
H: 3.543 -0.198 0.882
H: 0.562 4.996 -1.394
H: 4.577 0.022 2.540
C: -0.217 2.945 -2.279
H: 2.507 -0.478 5.105
H: 0.731 -0.129 0.640
H: -0.924 0.962 2.690
C: 1.674 -0.416 -3.416
C: -3.007 -0.522 1.391
H: -1.044 -1.749 -0.299
H: -0.392 0.753 -4.322
C: 0.357 -4.496 -4.021
C: 0.494 0.757 -3.524
C: -1.614 -4.751 -1.810
H: -0.336 3.524 -3.316
H: -1.288 2.453 -2.089
C: -1.549 -3.525 -2.677
H: 1.812 -1.393 -4.062
H: 3.614 -0.500 -1.713
H: -1.844 -5.629 -2.420
N: 2.860 -1.299 2.676
C: 3.487 -0.068 2.060
C: -1.253 1.590 1.754
N: 0.754 1.792 -2.412
H: -1.559 5.425 -0.453
C: -0.702 -1.945 0.822
H: 1.351 -4.052 -3.934
H: -2.190 0.911 -0.298
H: -2.831 3.211 2.450
H: -1.205 3.164 3.411
C: -0.973 4.328 1.465
C: -1.287 4.312 -0.152
H: -1.417 -1.151 2.948
C: 0.097 3.963 -1.024
H: 0.853 3.522 -0.225
H: -3.887 -0.446 2.192
S: 3.276 -1.450 4.399
C: 1.343 -1.350 2.590
H: 0.184 4.439 1.663
H: -3.513 -1.048 0.446
C: -1.654 3.098 2.308
C: 2.714 1.343 2.427
C: 2.663 0.003 -2.176
F: 3.405 -2.404 2.066
H: 1.032 -2.411 3.039
H: -1.460 5.331 1.890
N: -0.615 -3.488 -3.669
H: 0.183 -4.786 -5.060

Computed properties:
HOMO-LUMO gap	0.223	Eh
calculated total energy	-1598.29403	Ha
LUMO energy	-3.963	eV
charge	+1
HOMO energy	-10.04	eV